# 1
The following is a DFT calculation (ωB97M-V/def2-TZVPD) of 12 unconnected molecules or ions with the total composition C5H34NO12.

Results
Calculated total energy = -1168.175040 a.u.
Energy above the lowest of the compared OMol25 structures with the same formula, charge and spin = 534.09 kJ/mol
Charge = +1

Each line ends with the Löwdin charge.
Cartesian coordinates (Å):
C 2.67 1.73 2.76  -0.2072
O 1.43 1.07 2.75  -0.1414
C 3.71 0.84 1.79  -0.1112
C 3.48 1.31 0.32  -0.2080
C 2.16 1.12 -0.23  -0.0833
C 1.95 -0.01 -0.98  -0.0636
N 0.65 -0.66 -1.17  0.1280
H 2.65 2.70 2.25  0.1016
H 2.89 1.84 3.88  0.1447
H 0.82 1.27 1.96  0.0703
H 4.67 1.05 2.20  0.0898
H 3.46 -0.17 2.06  0.0754
H 3.86 2.37 0.26  0.1334
H 4.27 0.64 -0.25  0.1554
H 1.34 1.75 0.01  0.0743
H 2.66 -0.61 -1.49  0.1130
H 0.17 -1.28 -0.39  0.1509
H 0.66 -1.41 -2.02  0.1958
H -0.03 0.11 -1.37  0.1062
H -1.83 -2.17 1.12  0.0668
H -0.31 -2.16 1.72  0.0436
O -0.92 -2.56 1.02  -0.0915
H -1.71 1.89 2.54  0.1420
H -0.75 2.18 1.51  0.0672
O -1.16 1.27 1.92  -0.1381
H -1.35 2.31 -1.94  0.0447
H -0.08 2.04 -2.74  0.0401
O -0.39 2.10 -1.87  -0.0515
H -3.48 -3.70 0.53  0.0145
H -2.42 -4.23 -0.53  0.0293
O -3.24 -3.88 -0.30  0.0630
H -4.64 0.03 -0.90  -0.0296
H -3.90 -0.44 -2.03  -0.0087
O -4.73 -0.10 -1.78  0.0166
H -2.17 -2.01 -2.25  0.0127
H -2.12 -2.77 -0.87  0.0508
O -1.60 -2.14 -1.55  -0.0839
H -0.33 3.19 -0.37  0.0167
H 0.03 4.33 0.54  0.1098
O -0.22 3.38 0.57  -0.0419
H -2.03 -0.59 0.01  -0.0491
H -1.84 0.71 0.59  -0.0484
O -2.22 0.29 -0.16  -0.0238
H -3.12 2.06 -3.80  0.0179
H -3.36 2.06 -2.28  0.0531
O -2.74 2.17 -3.00  0.0130
H 2.25 -1.98 2.47  0.0239
H 1.42 -0.99 2.26  -0.0117
O 1.34 -1.91 2.35  0.0082
H 1.93 -4.48 -1.78  -0.0057
H 0.67 -3.85 -1.55  -0.0029
O 1.54 -3.67 -1.80  0.0288

# 2
The following is a DFT calculation (ωB97M-V/def2-TZVPD) of 13 unconnected molecules or ions with the total composition C5H34NO13S.

Results
Calculated total energy = -1641.998417 a.u.
Energy above the lowest of the compared OMol25 structures with the same formula, charge and spin = 133.64 kJ/mol
Charge = -1

Each line ends with the Löwdin charge.
Cartesian coordinates (Å):
C -1.24 1.09 0.11  -0.2653
C -1.53 1.77 1.44  -0.7060
S -2.83 3.04 1.37  0.3677
C -0.03 0.14 0.22  -0.2202
N 1.17 0.44 -0.60  -0.0678
C 2.29 -0.25 -0.01  -0.1891
C 2.94 -1.13 -1.01  -0.2131
O 3.77 -1.96 -0.70  -0.0066
H -2.15 0.57 -0.28  0.1042
H -1.07 1.85 -0.65  0.0651
H -0.72 2.33 1.88  0.0100
H -1.78 0.89 2.08  0.0596
H 0.27 0.14 1.30  0.0781
H -0.28 -0.90 -0.07  0.1040
H 1.28 1.45 -0.58  0.0908
H 1.93 -0.72 0.99  0.1405
H 3.09 0.32 0.47  0.1368
H 2.75 -0.89 -2.07  0.1380
H -0.49 3.33 -2.05  -0.0047
H 0.69 3.87 -1.37  0.0171
O 0.10 4.09 -2.10  -0.0687
H -1.22 -3.20 1.21  -0.0134
H -1.99 -2.72 -0.07  0.0150
O -1.76 -3.51 0.44  -0.0848
H 1.77 2.25 1.62  -0.0145
H 1.12 3.57 1.29  0.0440
O 1.87 3.02 1.02  -0.0805
H -2.43 1.68 -3.99  0.0674
H -2.78 2.12 -2.66  0.0356
O -2.25 1.40 -3.08  -0.0877
H 2.62 0.91 3.13  0.0469
H 1.17 0.46 3.52  0.0183
O 1.71 1.22 3.12  -0.1042
H 0.11 -4.00 2.86  0.0916
H 0.94 -3.23 1.77  0.0501
O 0.16 -3.19 2.35  -0.0462
H 2.73 -3.38 0.06  0.0103
H 3.62 -2.88 0.84  0.0559
O 2.76 -3.36 1.04  -0.1075
H -2.66 -0.02 -2.27  -0.0280
H -4.16 -0.73 -1.98  0.0351
O -3.25 -0.80 -2.25  -0.0956
H -0.50 -0.53 3.87  0.0658
H 0.16 -1.67 3.02  0.0388
O 0.37 -0.91 3.66  -0.0866
H 0.92 -2.63 -1.90  -0.0104
H 0.73 -4.09 -2.24  0.0432
O 1.29 -3.52 -1.72  -0.0706
H -2.65 4.47 -1.57  0.0161
H -2.92 3.28 -0.46  -0.1325
O -2.91 3.54 -1.51  -0.2380
H -0.93 -1.29 -2.68  0.0339
H 0.16 -0.45 -2.12  0.0254
O 0.03 -1.26 -2.67  -0.0634

# 3
The following is a DFT calculation (ωB97M-V/def2-TZVPD) of 12 unconnected molecules or ions with the total composition C5H34O11.

Results
Calculated total energy = -1038.484688 a.u.
SMILES string = CCC(C)C.O.O.O.O.O.O.O.O.O.O.O
Energy above the lowest of the compared OMol25 structures with the same formula, charge and spin = 195.82 kJ/mol
Charge = 0

Each line ends with the Löwdin charge.
Cartesian coordinates (Å):
C -3.22 1.78 -0.74  -0.0977
C -3.60 0.52 0.10  -0.2242
C -2.57 -0.60 -0.16  -0.4413
C -2.84 -1.45 -1.39  -0.0537
C -2.54 -1.40 1.18  -0.0775
H -2.77 1.51 -1.70  0.0531
H -4.19 2.21 -1.04  0.0692
H -2.63 2.51 -0.20  0.0673
H -3.60 0.88 1.12  0.1018
H -4.57 0.14 -0.23  0.1122
H -1.58 -0.15 -0.17  0.0967
H -3.39 -2.36 -1.17  0.0788
H -1.87 -1.65 -1.84  0.0725
H -3.31 -0.81 -2.15  0.0769
H -1.94 -0.78 1.85  0.0491
H -2.07 -2.39 1.25  0.0656
H -3.54 -1.54 1.58  0.0817
O 0.83 -1.47 0.40  -0.0514
H 1.10 -2.16 -0.23  0.0463
H 1.37 -0.72 0.12  0.0150
O 2.80 -3.57 0.80  -0.0668
H 2.70 -2.84 1.42  -0.0392
H 3.33 -3.44 0.01  0.0251
O 2.89 -1.61 2.48  -0.0655
H 2.45 -0.99 1.90  -0.0214
H 2.85 -1.16 3.33  0.0762
O 0.10 4.05 -1.79  -0.0478
H 0.05 4.06 -2.75  0.0502
H 1.01 4.18 -1.51  0.0374
O -0.23 1.54 -2.48  -0.0640
H -0.44 0.69 -2.09  0.0161
H -0.46 2.09 -1.71  0.0014
O 1.30 -0.75 -2.44  -0.0609
H 1.64 0.13 -2.23  -0.0164
H 2.05 -1.30 -2.61  0.0489
O -0.21 -2.65 3.32  -0.0662
H 0.46 -2.18 2.80  -0.0124
H -0.49 -3.27 2.65  0.0292
O 0.62 0.03 2.83  -0.0329
H 0.92 0.46 2.03  -0.0025
H -0.34 0.10 2.71  0.0451
O 3.05 1.39 -2.79  -0.0384
H 2.31 1.71 -3.32  0.0478
H 3.11 2.00 -2.05  0.0371
O 3.50 0.64 1.26  -0.0530
H 3.33 1.59 1.20  0.0326
H 4.43 0.40 1.22  0.0629
O 1.67 2.48 0.40  -0.0286
H 1.22 2.15 1.18  0.0415
H 1.31 2.00 -0.36  0.0241

# 4
The following is a DFT calculation (ωB97M-V/def2-TZVPD) of 12 unconnected molecules or ions with the total composition C5H34O12S.

Results
Calculated total energy = -1511.939681 a.u.
SMILES string = CSCCCCO.O.O.O.O.O.O.O.O.O.O.O
Energy above the lowest of the compared OMol25 structures with the same formula, charge and spin = 0.00 kJ/mol
Charge = 0

Each line ends with the Löwdin charge.
Cartesian coordinates (Å):
C 1.57 -1.14 -3.60  -0.3361
S 1.64 -2.12 -2.04  0.8438
C 2.64 -1.29 -0.87  -0.5268
C 2.14 0.12 -0.44  -0.2409
C 0.67 0.13 -0.03  -0.1963
C 0.38 -0.43 1.35  -0.2251
O -0.52 0.34 2.14  -0.1191
H 2.09 -0.19 -3.70  0.0499
H 1.57 -1.95 -4.30  0.0135
H 0.61 -0.64 -3.50  0.0116
H 2.73 -2.04 -0.06  0.0510
H 3.72 -1.05 -1.16  0.1060
H 2.74 0.48 0.43  0.1206
H 2.32 0.76 -1.31  0.0870
H 0.11 -0.50 -0.74  0.0694
H 0.26 1.14 -0.20  0.1124
H -0.30 -1.32 1.24  0.1055
H 1.28 -0.67 1.92  0.1233
H -0.05 0.80 2.86  0.0867
O -4.57 -0.34 0.03  -0.0876
H -4.18 -1.21 0.19  0.0092
H -4.20 0.31 0.68  0.0101
O -2.84 -2.39 0.42  -0.0274
H -2.07 -1.89 0.74  0.0309
H -2.53 -3.28 0.20  0.0643
O 1.74 3.70 1.25  -0.0823
H 0.78 3.46 1.35  0.0106
H 1.76 4.56 1.70  0.0824
O -0.83 3.08 1.45  -0.0678
H -1.06 3.18 0.50  0.0308
H -0.58 2.18 1.73  0.0098
O -2.82 0.57 -1.75  -0.0805
H -2.39 -0.29 -1.79  0.0494
H -3.65 0.31 -1.26  0.0228
O 1.94 1.57 2.96  -0.0512
H 2.45 2.05 3.62  0.0593
H 1.70 2.23 2.28  0.0005
O -2.17 2.96 -0.82  -0.0735
H -2.51 2.04 -0.99  0.0088
H -2.73 3.59 -1.29  0.0649
O -3.27 0.99 1.97  -0.0460
H -3.45 1.90 1.70  0.0630
H -2.30 0.94 1.87  0.0189
O 1.89 -3.72 1.37  -0.0714
H 1.34 -4.23 0.75  -0.0002
H 1.14 -3.20 1.68  0.0251
O 2.17 3.41 -1.44  -0.0780
H 1.35 3.85 -1.68  0.0282
H 2.14 3.36 -0.46  -0.0121
O 0.53 -4.74 -0.88  -0.1019
H -0.03 -4.57 -1.64  0.0372
H 1.44 -4.70 -1.19  0.0174